Below is a molecular structure, C19H22B2F6N5O7S3 at a distorted geometry, with properties calculated with ωB97M-V/def2-TZVPD.

HOMO energy: -6.9 eV
Charge: -1
Gap between HOMO and LUMO: 7.66 eV

Positions of all 64 atoms, in Å:
C: -4.5312 5.7296 -0.6824
C: -3.2669 5.4865 0.3305
B: -3.5941 4.1083 1.1242
O: -4.9304 4.0181 1.7375
C: -2.6167 2.8311 1.2758
C: -2.9089 1.8489 2.4905
C: -2.0386 0.5811 2.6923
B: -2.3226 -0.4905 3.9116
C: -1.9645 -0.2202 5.4712
O: -2.9002 -1.8028 3.6012
C: -0.8433 0.2506 1.7044
N: -0.1228 -0.9669 1.9558
C: 0.9035 -1.1919 0.9958
C: 1.7529 -2.5548 1.1572
C: 0.8015 -3.8635 0.9638
C: -0.1807 -3.7594 -0.3092
C: -1.7625 -3.8354 0.0905
S: -2.5957 -2.1760 0.1204
C: -3.4668 -1.8533 -1.4667
N: -3.2774 -2.3722 -2.8001
N: -4.2352 -1.7006 -3.5162
C: -5.0524 -0.7827 -2.7926
O: -4.5280 -0.9293 -1.4504
C: 1.2226 -0.1938 -0.1546
N: 0.5414 1.0245 -0.4377
C: -0.5151 1.1919 0.5244
C: -1.4269 2.4773 0.3582
H: -5.4712 5.9808 -0.0560
H: -4.3312 6.6035 -1.4014
H: -4.7341 4.7885 -1.3093
H: -3.2467 6.4234 1.0035
H: -2.3035 5.3942 -0.2892
H: -5.3959 3.3421 1.1804
H: -3.7811 2.1103 3.1981
H: -2.8329 0.2453 6.0485
H: -1.6704 -1.2219 5.9761
H: -1.0003 0.4154 5.4962
H: -3.7828 -1.6900 3.1858
H: 2.0684 -2.5757 2.2710
H: 2.6921 -2.5806 0.5114
H: 1.5057 -4.7634 0.7848
H: 0.2582 -4.1030 1.9528
H: 0.0436 -2.8688 -0.9860
H: 0.0155 -4.7064 -0.9465
H: -1.7805 -4.2217 1.1814
H: -2.3341 -4.6095 -0.5248
H: -5.8900 -0.0923 -3.1231
H: 2.1082 -0.4705 -0.8565
H: -1.1902 3.1969 -0.5122
C: 7.7393 -2.3794 -3.4870
F: 8.3469 -3.5473 -3.1905
F: 8.6917 -1.5749 -4.0130
F: 6.8757 -2.6417 -4.4949
S: 6.9139 -1.6293 -2.0424
O: 7.9906 -1.4042 -1.0923
O: 5.9334 -2.6187 -1.6332
N: 6.3460 -0.3374 -2.7745
S: 5.5238 0.6009 -1.7925
O: 6.2925 1.2966 -0.7769
O: 4.2392 0.0883 -1.3439
C: 5.0942 1.8996 -3.0004
F: 4.3728 1.4199 -4.0399
F: 6.1883 2.4810 -3.5435
F: 4.3635 2.8951 -2.4556